1.
{"formula": "C32H25CeN9O4Se", "method": "ωB97M-V/def2-TZVPD", "fmax_ev_per_a": 2.09, "homo_lumo_gap_ev": [5.23, 5.24], "e_above_lowest_kj_mol": 43.6, "total_charge": 1, "multiplicity": 2, "homo_energy_ev": [-9.26, -9.26], "e_tot_ha": -4904.717983, "symbols": ["N", "C", "C", "H", "N", "C", "H", "H", "H", "H", "N", "N", "N", "H", "C", "O", "Se", "C", "H", "C", "C", "H", "H", "C", "C", "H", "C", "H", "C", "H", "C", "C", "C", "C", "H", "N", "H", "H", "C", "C", "Ce", "C", "H", "H", "H", "C", "H", "C", "C", "C", "H", "C", "C", "C", "C", "O", "H", "C", "N", "C", "N", "N", "H", "C", "O", "C", "O", "C", "C", "H", "H", "H"], "positions_angstrom": [[1.2501, -1.7177, 0.7280], [-0.9817, -2.3071, 1.5297], [2.8671, 2.8265, -0.2075], [3.2564, -1.8975, 0.1686], [-0.3857, 2.0485, 4.3928], [2.3547, -2.4132, 0.4488], [5.7127, 3.8451, -1.7326], [3.8421, -1.4649, -3.4493], [-3.1098, 2.9147, -2.2460], [-4.6508, -2.0170, 2.6425], [2.7171, 1.6355, -0.7739], [-0.2880, 0.6797, 2.2545], [-1.5141, 1.5288, -2.1112], [-3.5787, -1.4714, -5.9699], [3.2155, 1.8378, 3.8877], [2.0263, 3.9337, 1.7298], [-1.5312, 1.3628, 3.2861], [-3.5744, -0.9398, -3.9060], [-2.8728, -2.7728, -1.1531], [-2.8972, 0.2143, -3.5485], [3.5978, 1.2326, -1.7000], [-3.1602, -2.6503, 5.2266], [4.0497, 4.5945, -0.0007], [-3.1527, -3.4081, 4.4419], [3.9500, 3.6533, -0.5171], [-0.7116, -3.5085, 3.2695], [-3.5592, -2.0078, -3.0105], [-2.4724, -4.1988, 4.7476], [-2.7232, -2.7972, 3.1451], [-4.6015, -0.0858, -5.5839], [-4.2634, -1.0562, -5.2280], [-3.1891, -1.4346, 1.2079], [0.8467, 1.7905, 3.9650], [1.7346, 3.2135, 0.7938], [4.1745, 2.1459, 4.2674], [0.3244, -2.6208, 1.0756], [-4.1564, -3.8181, 4.3652], [-4.0777, -2.9192, -3.2665], [0.8148, -3.8694, 1.0030], [3.2337, -0.0902, -2.2712], [0.6322, 0.5187, -0.0614], [-2.0490, 2.7551, -2.2506], [-3.8870, -0.8595, 0.6178], [-5.1205, -1.7212, -5.1547], [0.2030, -4.7233, 1.2074], [2.0610, 2.2281, 4.5187], [-1.0764, 4.7129, -2.4958], [-2.8869, -1.9241, -1.8168], [2.1291, -3.7780, 0.5990], [-2.1644, -0.7744, -1.4434], [2.8121, -4.5823, 0.4340], [-2.2091, 0.3087, -2.3459], [-3.6136, -2.0763, 2.3491], [-1.0104, 3.6521, -2.3776], [-1.4169, -2.9198, 2.7001], [4.1336, -0.6170, -3.0717], [2.0518, 2.8645, 5.3867], [-1.8486, -1.4804, 0.7806], [2.0473, 0.6620, 2.1365], [0.9038, 1.0117, 2.7620], [-1.4028, -0.7342, -0.3006], [-0.1647, 1.5815, -2.1563], [1.1679, 3.1878, -2.4312], [3.1629, 1.0651, 2.7187], [0.6119, 2.6953, 0.5171], [4.8675, 3.2301, -1.4656], [2.1725, -0.6304, -1.9956], [4.6879, 1.9986, -2.0889], [0.1428, 2.8710, -2.3181], [4.0788, 0.7756, 2.2185], [-2.8876, 1.0652, -4.2155], [5.3554, 1.6458, -2.8577]], "forces_ev_per_a": [[0.310, -0.857, 0.278], [-0.938, 0.522, -0.143], [-0.140, 0.268, 0.245], [0.050, 0.014, -0.071], [0.431, 0.521, 0.655], [-0.269, 0.078, 0.132], [0.044, 0.108, -0.008], [-0.199, 0.173, 0.207], [-0.163, -0.103, -0.040], [-0.154, 0.061, 0.042], [0.976, 0.817, -0.643], [0.495, -0.188, 0.344], [-0.245, 0.243, 0.143], [-0.065, 0.002, -0.093], [-0.450, 0.382, 0.799], [0.051, 0.021, -0.076], [0.054, -0.222, -0.111], [-0.018, 0.154, 0.084], [-0.001, -0.124, 0.112], [-0.107, -0.253, 0.004], [0.240, 0.336, 0.140], [-0.041, -0.031, 0.094], [-0.013, 0.112, 0.031], [-0.018, 0.057, 0.051], [-0.057, -0.213, 0.132], [0.092, -0.058, 0.084], [-0.003, 0.263, -0.090], [0.005, -0.074, 0.054], [0.169, -0.068, -0.171], [-0.047, 0.029, -0.073], [0.035, -0.040, -0.100], [0.327, 0.151, 0.071], [-0.723, -0.264, -0.496], [1.295, 0.871, -0.015], [0.134, 0.033, 0.034], [0.065, -0.469, -0.095], [-0.080, -0.065, 0.051], [-0.080, -0.134, -0.026], [0.340, 0.042, -0.163], [-0.933, -0.624, 0.098], [-0.809, -1.654, -0.994], [0.347, 0.346, 0.077], [-0.076, 0.055, -0.072], [-0.085, -0.014, -0.076], [-0.169, -0.134, 0.109], [0.702, -0.071, -0.064], [-0.038, 0.225, -0.017], [0.226, 0.183, -0.011], [-0.087, 0.044, 0.080], [-0.245, 0.157, -0.573], [0.182, -0.203, -0.026], [-0.212, -0.846, 0.092], [0.161, -0.049, 0.104], [-0.093, -0.118, -0.053], [-0.061, 0.085, -0.002], [0.491, 0.037, -0.336], [0.095, 0.065, 0.177], [0.112, -0.421, 0.198], [0.852, 0.300, 0.350], [-1.021, 0.075, 0.820], [0.218, 0.072, 0.206], [0.239, 0.429, -0.868], [-0.008, -0.066, 0.196], [-0.583, -0.453, -0.647], [-0.369, 0.630, 0.099], [-0.226, -0.031, 0.110], [0.615, 0.293, -0.062], [-0.386, -0.278, 0.138], [-0.341, -0.189, -0.269], [0.093, 0.061, -0.015], [0.018, 0.059, -0.104], [0.086, -0.060, -0.036]]}

***

2.
{"formula": "C32H25Cl2N8ORbS2", "method": "ωB97M-V/def2-TZVPD", "fmax_ev_per_a": 1.19, "homo_lumo_gap_ev": 6.51, "e_above_lowest_kj_mol": 40.4, "homo_energy_ev": -6.58, "e_tot_ha": -3488.716295, "symbols": ["C", "C", "C", "H", "H", "Cl", "C", "O", "H", "Rb", "C", "C", "C", "C", "H", "H", "H", "H", "C", "N", "C", "C", "C", "H", "N", "N", "C", "S", "H", "N", "C", "C", "C", "H", "N", "H", "C", "H", "C", "C", "H", "C", "N", "C", "H", "H", "C", "C", "C", "H", "H", "N", "H", "C", "C", "H", "C", "H", "C", "C", "H", "C", "H", "C", "C", "H", "Cl", "H", "N", "S", "H"], "positions_angstrom": [[2.9874, -0.6332, -1.8697], [1.3171, -1.3453, 3.4971], [-3.4790, -1.6613, -3.3901], [-1.4983, -2.1772, 0.6597], [3.5764, -0.1895, 0.5714], [4.3335, -3.8313, -4.9218], [-3.2027, 1.6623, -1.6406], [2.6902, 0.2499, -0.9940], [-2.1410, -3.6534, -0.0892], [0.3903, 0.2731, -0.0861], [2.8268, -2.0604, -1.5969], [-4.3362, 3.7462, -1.8232], [-0.1518, 5.8362, 1.4665], [2.1143, -2.1132, 4.2720], [-3.3844, 5.3553, -0.7941], [-2.8176, -0.0867, 1.1213], [4.9022, -1.0116, 1.2908], [1.8529, -2.7036, 5.1348], [3.1300, -4.4013, -2.1054], [-0.3833, 3.1593, 0.8356], [3.4749, -0.3369, -3.1477], [-4.2768, 2.3994, -2.1257], [2.1058, -3.6420, -0.0874], [-3.9421, 0.1964, 2.3860], [1.9191, -0.7367, 2.4146], [-2.4784, -0.5714, -1.0485], [-1.6216, -2.7136, -0.2794], [-2.4330, -0.7089, 4.6713], [-2.7586, -3.5281, -2.6082], [-2.2474, 2.1978, -0.8819], [-1.1401, 5.4033, 0.5981], [0.7069, 4.9117, 2.0280], [-0.7632, -1.0922, 4.9074], [-3.8558, -2.0834, -4.3129], [-3.1264, -0.2944, 2.0659], [1.6166, -3.8516, 0.8616], [-2.3084, 3.4961, -0.5820], [1.4858, 5.2136, 2.7161], [-0.1181, -1.0829, 3.7195], [3.1851, -1.0308, 2.3620], [-4.0320, 0.3582, -3.8799], [3.7949, -2.6437, -3.7552], [2.2237, -2.3818, -0.4181], [-3.5877, -0.3001, -3.1470], [2.4621, -5.7232, -0.5677], [-0.0583, 6.8889, 1.7023], [0.5625, 3.5714, 1.6842], [-2.3625, -1.8820, -1.2890], [-3.3398, 4.3068, -1.0466], [2.1003, 2.8852, 3.0313], [2.1115, 2.1166, 1.4422], [-0.9028, -0.7718, 2.6194], [-0.3550, -1.2457, 5.8934], [-2.8704, -2.4632, -2.4491], [3.8785, -1.3181, -4.0630], [4.2775, -1.0124, -5.0210], [-2.1340, -0.5602, 2.9702], [-5.0571, 1.9257, -2.7044], [3.2671, -3.0521, -2.5082], [-1.2286, 4.0469, 0.3142], [0.8797, 1.6647, 2.6119], [-3.0863, 0.2021, -1.9578], [-1.8162, 6.1198, 0.1562], [1.4648, 2.5035, 2.2337], [2.5681, -4.6980, -0.8990], [3.4759, -5.1858, -2.7655], [3.6492, 1.3377, -3.5986], [-5.1601, 4.3529, -2.1773], [4.0336, -0.5238, 1.4294], [3.7157, -2.1143, 3.6215], [-0.6256, -2.9640, -0.6578]], "forces_ev_per_a": [[0.027, 0.156, 0.088], [-0.261, 0.267, -0.102], [-0.029, 0.022, -0.054], [-0.007, -0.011, -0.007], [-0.045, -0.016, -0.097], [-0.033, 0.040, 0.088], [0.112, -0.146, 0.033], [0.948, -0.177, -0.440], [-0.007, 0.010, -0.008], [-1.062, -0.007, 0.527], [-0.096, 0.041, 0.117], [-0.033, 0.047, -0.005], [-0.018, 0.035, -0.011], [0.070, -0.186, 0.004], [-0.008, -0.018, -0.003], [0.012, -0.011, -0.016], [0.009, 0.009, -0.002], [0.003, 0.023, -0.035], [0.038, 0.005, -0.085], [0.030, 0.021, 0.136], [0.115, -0.083, -0.106], [-0.055, 0.014, -0.016], [0.000, 0.001, -0.050], [0.002, 0.017, 0.011], [-0.088, 0.013, 0.144], [-0.063, -0.144, -0.071], [-0.014, 0.023, -0.026], [-0.083, -0.055, 0.101], [-0.008, 0.022, 0.007], [0.009, -0.016, -0.016], [0.010, 0.113, 0.017], [0.025, 0.010, 0.010], [-0.017, 0.066, 0.106], [-0.004, 0.002, 0.010], [0.072, -0.078, 0.159], [0.023, 0.008, -0.017], [0.181, -0.018, 0.146], [-0.022, -0.005, -0.012], [0.101, -0.035, -0.272], [0.041, -0.055, -0.218], [0.004, -0.011, 0.003], [-0.002, -0.082, 0.051], [0.088, 0.100, -0.175], [-0.020, -0.041, -0.070], [-0.003, 0.022, -0.006], [-0.001, -0.012, 0.000], [-0.011, -0.159, -0.063], [0.067, 0.097, 0.116], [-0.075, 0.047, -0.016], [0.002, -0.019, -0.002], [0.048, 0.011, 0.047], [0.154, -0.034, 0.008], [-0.027, 0.004, -0.056], [0.050, -0.050, -0.033], [0.003, 0.180, -0.014], [-0.016, 0.018, 0.004], [-0.009, 0.151, -0.195], [0.009, 0.006, 0.008], [-0.049, -0.105, -0.007], [-0.115, -0.243, -0.159], [0.031, 0.045, 0.010], [0.073, 0.137, 0.141], [0.025, -0.006, 0.008], [-0.042, 0.137, -0.046], [-0.042, -0.025, 0.088], [-0.001, 0.012, 0.001], [-0.019, -0.096, 0.026], [0.018, -0.007, 0.002], [-0.076, -0.052, 0.219], [0.090, 0.054, 0.074], [-0.026, 0.018, -0.001]]}